# 1
C39H47BrNOPtSSi | the ωB97M-V functional and the def2-TZVPD basis

Geometry as XYZ:
```
92
Properties=species:S:1:pos:R:3:forces:R:3:lowdin_charge:R:1
Pt 1.0431 -2.3417 -0.6481 1.874 -1.153 1.489 0.763
C 5.3596 -2.4729 -1.2307 -0.081 -0.053 0.138 -0.069
C 5.8362 -2.4326 0.0680 0.123 0.013 -0.028 -0.070
C 4.9509 -2.4650 1.1244 -0.297 -0.077 -0.048 -0.023
C 3.5749 -2.5290 0.8972 -0.001 -0.049 -0.239 -0.190
C 3.0807 -2.5593 -0.4256 -1.171 0.785 0.394 -0.218
C 3.9923 -2.5275 -1.4709 -0.429 -0.092 -0.278 -0.098
C 2.6079 -2.5488 1.9927 -0.277 0.006 0.154 -0.207
C 2.9468 -2.4290 3.3613 -0.147 0.013 0.215 0.023
C 1.9636 -2.3790 4.3081 0.052 -0.005 -0.237 0.025
C 0.6090 -2.5020 3.9304 0.045 -0.044 -0.532 -0.143
C -0.4700 -2.4742 4.8349 -0.150 -0.074 -0.004 -0.017
C -1.7493 -2.6866 4.3965 0.106 0.051 0.247 -0.060
C -2.0065 -2.9240 3.0359 0.217 -0.003 -0.170 -0.061
C -0.9818 -2.9105 2.1287 -0.076 -0.007 -0.117 -0.016
C 0.3424 -2.6915 2.5486 -0.499 0.083 0.839 -0.201
N 1.3377 -2.6747 1.6441 0.266 0.022 -2.037 0.077
H 6.0547 -2.4502 -2.0556 0.004 -0.008 -0.132 0.110
H 6.8962 -2.3713 0.2615 0.086 -0.014 -0.021 0.110
H 5.3364 -2.4386 2.1302 0.036 0.003 0.135 0.105
H 3.6518 -2.5471 -2.4993 -0.104 0.067 -0.017 0.103
H 3.9798 -2.3671 3.6555 0.114 0.064 0.011 0.108
H 2.2008 -2.2590 5.3548 0.114 0.013 0.091 0.127
H -0.2671 -2.2940 5.8805 0.006 -0.026 0.101 0.120
H -2.5692 -2.6827 5.0991 -0.038 0.008 0.061 0.111
H -3.0208 -3.1216 2.7166 -0.034 -0.002 -0.050 0.109
H -1.1320 -3.0672 1.0694 -0.154 -0.032 -0.055 0.065
C -1.3640 2.7653 -2.2551 0.316 0.030 0.110 -0.098
C -0.8354 3.0549 -0.8452 0.256 -0.105 -0.009 -0.617
C -1.6737 2.2027 0.1141 0.257 0.029 0.016 -0.116
C -1.0846 4.5352 -0.5315 0.296 -0.100 0.045 -0.080
Si 1.0717 2.6504 -0.7124 0.001 -0.363 -0.096 0.668
Br 1.0231 0.2580 -0.6721 0.006 0.969 -0.105 0.543
C 2.1485 3.0181 -2.2995 -0.110 -0.058 0.241 -0.629
C 3.6381 2.7686 -2.0328 -0.226 0.008 0.202 -0.100
C 1.7681 2.1221 -3.4849 -0.127 0.011 0.235 -0.114
C 1.9738 4.4864 -2.7090 -0.174 -0.107 0.208 -0.084
C 1.9069 3.0281 1.0088 -0.131 -0.128 -0.174 -0.630
C 0.9384 2.7832 2.1720 -0.064 -0.001 -0.286 -0.102
C 2.3409 4.4983 1.0512 -0.085 -0.107 -0.278 -0.082
C 3.1236 2.1300 1.2662 -0.105 0.002 -0.213 -0.115
H -2.4418 2.9221 -2.2745 -0.157 0.045 0.042 0.084
H -1.1702 1.7324 -2.5362 -0.001 -0.138 -0.134 0.068
H -0.9219 3.4283 -2.9932 0.033 0.029 -0.172 0.069
H -2.7198 2.4869 0.0223 -0.092 0.117 -0.050 0.075
H -1.3869 2.3349 1.1492 0.008 -0.006 0.196 0.061
H -1.5944 1.1473 -0.1295 -0.050 -0.156 0.016 0.035
H -2.1355 4.7725 -0.6947 -0.130 0.006 -0.025 0.092
H -0.4929 5.1859 -1.1713 0.042 0.175 -0.061 0.074
H -0.8518 4.7667 0.5052 0.025 0.095 0.123 0.070
H 3.8103 1.7433 -1.7119 0.107 -0.104 0.068 0.074
H 4.0348 3.4524 -1.2876 0.117 0.028 0.110 0.068
H 4.1983 2.9284 -2.9532 0.031 0.031 -0.141 0.092
H 1.9660 1.0779 -3.2590 -0.009 -0.134 -0.035 0.045
H 2.3741 2.3979 -4.3464 0.109 0.083 -0.104 0.091
H 0.7271 2.2240 -3.7675 -0.151 -0.030 -0.087 0.058
H 2.2157 5.1601 -1.8897 0.026 0.177 0.063 0.074
H 0.9574 4.6919 -3.0365 -0.117 0.092 -0.043 0.068
H 2.6413 4.7177 -3.5382 0.085 0.006 -0.098 0.092
H 0.0982 3.4714 2.1479 -0.156 0.034 0.049 0.068
H 1.4620 2.9410 3.1141 0.117 0.038 0.097 0.090
H 0.5699 1.7593 2.1633 -0.120 -0.102 0.059 0.071
H 1.5039 5.1629 0.8470 -0.061 0.180 0.002 0.073
H 3.1269 4.7036 0.3290 0.105 0.100 -0.080 0.068
H 2.7270 4.7417 2.0401 0.046 0.004 0.129 0.092
H 2.8324 1.0829 1.3034 0.037 -0.110 0.025 0.036
H 3.5626 2.3890 2.2281 0.041 0.103 0.160 0.090
H 3.8910 2.2435 0.5105 0.160 -0.024 -0.080 0.059
O -1.1586 -2.2986 -1.2784 0.648 -0.149 0.378 -0.698
S -2.3754 -2.0324 -2.1092 -1.285 0.152 0.634 1.072
C -3.4093 -3.5017 -1.8261 0.386 0.040 -0.174 -0.366
C -4.6879 -3.5834 -2.3520 0.042 0.086 -0.029 -0.071
C -5.4173 -4.7436 -2.1535 0.034 0.069 -0.039 -0.060
C -4.8703 -5.7976 -1.4374 0.007 -0.064 0.027 -0.065
C -3.5982 -5.6973 -0.9021 -0.119 -0.029 -0.054 -0.058
C -2.8591 -4.5467 -1.1086 0.290 0.181 0.056 -0.080
C -3.4254 -0.9288 -1.0962 0.283 -0.036 -0.417 -0.362
C -3.5469 -1.1783 0.2589 0.130 -0.097 0.117 -0.066
C -4.2851 -0.3235 1.0583 0.139 -0.118 -0.083 -0.048
C -4.9019 0.7791 0.4904 -0.099 0.030 -0.083 -0.070
C -4.7997 1.0121 -0.8726 -0.110 0.007 0.110 -0.082
C -4.0610 0.1575 -1.6768 0.137 -0.118 -0.058 -0.088
H -5.1114 -2.7530 -2.8971 -0.075 0.075 -0.104 0.115
H -6.4106 -4.8309 -2.5643 -0.105 0.022 -0.044 0.112
H -5.4331 -6.7066 -1.3072 -0.133 -0.117 0.052 0.110
H -3.1752 -6.5137 -0.3379 0.041 -0.088 0.036 0.112
H -1.8551 -4.4545 -0.7205 0.061 -0.027 0.005 0.095
H -3.0504 -2.0317 0.6880 0.063 -0.122 0.046 0.078
H -4.3703 -0.5174 2.1187 0.002 0.006 0.027 0.112
H -5.4612 1.4552 1.1187 -0.088 0.093 0.003 0.114
H -5.2794 1.8764 -1.3054 -0.074 0.055 -0.081 0.114
H -3.9812 0.3437 -2.7364 0.084 0.041 -0.159 0.114
```
Forces are in eV/Å.

## Properties
HOMO (alpha / beta) = -11.0 / -11.0 eV
charge = +1
relative energy (zero: lowest compared OMol25 entry of this formula, charge and spin) = 27.4 kcal per mole
total energy = -5025.1300 Eh
gap between HOMO and LUMO (alpha / beta) = 7.18 / 7.18 eV

# 2
C2H3NO2S | the ωB97M-V functional and the def2-TZVPD basis

Geometry as XYZ:
```
9
Properties=species:S:1:pos:R:3:forces:R:3:nbo_charge:R:1
O -0.4951 2.0622 -0.2794 -0.039 -3.323 0.646 -0.512
C -0.3339 0.8493 -0.1073 2.579 1.420 -0.507 0.591
C -1.2571 -0.3283 -0.0015 0.464 1.028 0.574 -0.426
S -2.8139 -0.1897 -0.1788 -1.038 -0.283 -0.246 0.235
N 0.9961 0.2933 0.2043 1.166 2.088 -1.369 -0.403
O 1.3869 -0.9232 -0.5289 -0.904 -1.730 5.732 -0.548
H -0.6853 -1.1642 0.3984 -0.693 -0.336 -0.299 0.205
H 1.8141 0.9777 0.0707 -1.915 -1.167 0.142 0.385
H 1.3882 -1.5773 0.4225 0.379 2.303 -4.673 0.473
```
Forces are in eV/Å.

## Properties
SMILES = O=C(C=S)NO
HOMO = -9.4 eV
relative energy (zero: lowest compared OMol25 entry of this formula, charge and spin) = 97.7 kcal per mole
total energy = -681.3036 Eh
gap between HOMO and LUMO = 7.90 eV

# 3
C20H15ClF6N4O4PdS2 | the ωB97M-V functional and the def2-TZVPD basis

Geometry as XYZ:
```
53
Properties=species:S:1:pos:R:3:forces:R:3:nbo_charge:R:1
Pd 0.3619 0.3960 -0.1377 1.417 1.436 -0.940 1.083
F 3.9787 1.1851 2.3207 -0.005 0.072 0.011 -0.287
C 3.8857 -0.1313 2.3871 0.028 -0.155 -0.090 0.797
F 3.8037 -0.5334 3.6328 0.030 0.012 0.012 -0.268
F 4.9022 -0.6901 1.7660 0.050 -0.069 0.037 -0.276
S 2.3243 -0.5803 1.4992 -0.598 0.276 0.120 2.159
O 2.5363 -0.2539 0.0647 -0.614 -0.155 0.391 -0.928
O 1.2447 0.2668 2.0242 0.634 -0.279 0.467 -0.964
N 2.1253 -2.0901 1.7978 -0.089 -0.083 -0.209 -1.158
S 0.9034 -2.7762 1.0381 0.157 0.150 0.162 2.212
O 0.5515 -2.0479 -0.1921 -0.542 0.141 0.211 -1.005
O -0.1888 -3.1152 1.8989 0.120 -0.027 -0.047 -0.908
C 1.6619 -4.3504 0.4495 0.013 -0.049 -0.026 0.765
F 1.9872 -5.0842 1.4922 0.003 -0.018 0.001 -0.276
F 0.7444 -4.9681 -0.2842 -0.010 -0.039 0.010 -0.296
F 2.7243 -4.0868 -0.2838 0.017 0.028 -0.025 -0.282
C 5.2409 3.1879 -0.6786 0.074 0.043 0.002 -0.131
C 4.3950 3.9625 0.1101 -0.057 -0.036 -0.024 -0.198
C 3.0429 3.6839 0.1496 0.062 0.055 0.088 -0.196
C 2.5657 2.6089 -0.5977 -0.367 -0.284 -0.370 0.118
C 3.3995 1.8261 -1.3857 0.143 0.011 -0.143 -0.179
C 4.7488 2.1288 -1.4303 -0.122 -0.003 -0.018 -0.195
N 1.1631 2.3146 -0.5844 0.375 -0.030 0.736 -0.103
N 0.4215 3.2900 -0.4101 -0.631 -0.290 -0.231 -0.085
C -0.9254 2.9635 -0.1724 0.698 0.399 -0.118 0.272
C -1.8350 3.9925 -0.0825 -0.237 -0.010 0.079 -0.172
C -3.1545 3.6787 0.2213 0.113 0.071 -0.047 -0.100
C -3.4859 2.3530 0.4376 0.040 -0.033 0.017 -0.211
C -2.5057 1.3811 0.3127 -0.045 0.039 -0.006 0.074
N -1.2410 1.6689 -0.0017 -0.525 -0.781 -0.047 -0.451
H 6.2977 3.4182 -0.7095 -0.003 -0.010 0.012 0.243
H 4.7943 4.7825 0.6903 -0.015 0.004 0.005 0.246
H 2.3652 4.2687 0.7550 0.023 -0.002 0.027 0.240
H 2.9946 1.0105 -1.9674 0.018 -0.001 -0.012 0.236
H 5.4135 1.5430 -2.0493 -0.004 -0.001 -0.002 0.243
H -1.4926 5.0058 -0.2350 -0.006 0.001 0.010 0.274
H -3.8992 4.4595 0.2945 -0.008 -0.012 0.022 0.262
H -4.4911 2.0587 0.7027 -0.006 0.000 -0.031 0.259
H -2.7506 0.3418 0.4638 0.034 -0.017 0.017 0.212
Cl -6.7002 -5.7852 -0.0051 -0.062 -0.067 -0.005 0.215
C -5.4352 -4.6856 0.0515 -0.008 -0.018 -0.010 0.121
C -4.9889 -4.1087 -1.1622 0.029 0.017 0.087 -0.262
C -3.9726 -3.2111 -1.1184 0.017 -0.021 0.045 -0.061
C -3.3686 -2.8553 0.1414 -0.052 0.015 0.019 -0.087
C -2.3517 -1.9658 0.2072 0.149 -0.448 -0.073 -0.137
C -3.8446 -3.4811 1.3511 0.009 -0.017 -0.057 -0.052
C -4.8594 -4.3823 1.3058 0.021 0.041 -0.073 -0.256
H -5.4624 -4.3973 -2.0896 -0.004 0.000 -0.001 0.270
H -3.6015 -2.7562 -2.0283 0.003 0.013 0.010 0.244
H -1.9076 -1.5393 -0.6873 -0.196 0.015 0.006 0.217
H -1.8833 -1.7513 1.1601 -0.067 0.099 0.009 0.239
H -3.3628 -3.2366 2.2899 -0.002 0.019 -0.008 0.253
H -5.2327 -4.8728 2.1933 -0.002 -0.002 0.001 0.270
```
Forces are in eV/Å.

## Properties
HOMO (alpha / beta) = -14.6 / -14.6 eV
charge = +2
relative energy (zero: lowest compared OMol25 entry of this formula, charge and spin) = 14.9 kcal per mole
total energy = -3274.0479 Eh
gap between HOMO and LUMO (alpha / beta) = 6.26 / 6.26 eV

# 4
C10H10Cl2Mn | the ωB97M-V functional and the def2-TZVPD basis

Geometry as XYZ:
```
23
Properties=species:S:1:pos:R:3:forces:R:3:nbo_charge:R:1
C -2.9034 -1.1164 0.5593 -0.853 -0.146 -0.911 -0.400
C -1.9280 -1.3221 -0.4629 -1.719 0.144 -1.213 -0.347
C -1.4448 -0.0576 -0.8826 -0.845 0.265 -0.228 -0.344
H -1.6612 -2.2813 -0.8885 0.081 0.212 0.177 0.227
C -2.0276 0.9411 -0.0380 -1.869 -0.232 -1.226 -0.382
C -2.9815 0.2792 0.8417 -0.183 0.254 -1.661 -0.422
H -3.6723 0.7190 1.5377 0.147 0.253 0.202 0.216
H -3.5716 -1.8782 0.9631 0.483 0.167 0.122 0.210
H -0.8172 0.1209 -1.7564 0.257 -0.037 0.778 0.251
H -1.7891 1.9940 -0.0700 -0.063 -0.142 0.109 0.240
Mn -1.0080 -0.3374 1.3061 3.089 0.260 2.452 1.161
Cl 0.1270 -2.2229 1.4424 0.822 -1.855 0.973 -0.687
C 2.7477 0.2202 0.6654 -0.206 -0.248 -1.038 -0.369
C 2.5926 1.4699 -0.0146 -0.204 -0.928 -0.382 -0.366
C 2.1882 1.1862 -1.3659 0.174 -0.239 0.862 -0.394
H 2.6536 2.4512 0.4652 -0.033 -0.301 -0.263 0.177
C 2.0800 -0.2275 -1.5092 0.714 -0.033 0.685 -0.391
C 2.4589 -0.8387 -0.2650 0.082 1.359 -0.334 -0.356
H 2.4926 -1.9073 -0.0513 -0.137 0.389 -0.060 0.190
H 2.9307 0.0711 1.7361 -0.022 0.160 -0.468 0.185
H 1.9679 1.9226 -2.1403 0.008 -0.106 0.171 0.164
H 1.8032 -0.7598 -2.4262 0.074 0.160 0.284 0.165
Cl -0.2378 1.5738 2.3540 0.204 0.644 0.968 -0.729
```
Forces are in eV/Å.

## Properties
expectation value of S² = 8.76
HOMO (alpha / beta) = 0.6 / 0.6 eV
charge = -2
relative energy (zero: lowest compared OMol25 entry of this formula, charge and spin) = 0.5 kcal per mole
total energy = -2458.4377 Eh
spin multiplicity = 6
gap between HOMO and LUMO (alpha / beta) = 5.42 / 5.35 eV